1.
Formula: C3H5FO2
Source: the OMol25 dataset
Level of theory: the ωB97M-V functional and the def2-TZVPD basis

Results
net charge: 0
total energy: -367.51042 hartree
HOMO-LUMO gap: 10.982 eV

Each line ends with the Mulliken charge.
Element x y z (Å)
C: -1.7005 0.6583 0.4509  -0.56
C: -0.4543 0.0386 0.2963  1.08
C: 1.6955 -0.2142 -0.2821  -0.64
O: -0.9373 0.5934 -0.7995  -0.36
O: 0.7054 -0.0271 0.6942  -0.29
F: -0.8356 -1.9440 0.0054  -0.67
H: -2.4649 0.0003 0.3917  0.31
H: -1.7159 1.5869 0.9198  0.28
H: 2.4174 -0.8435 0.1158  0.27
H: 2.0293 0.8165 -0.5287  0.29
H: 1.2610 -0.6652 -1.2636  0.30


2.
Formula: H6N2O
Source: the OMol25 dataset
Level of theory: the ωB97M-V functional and the def2-TZVPD basis

Results
net charge: 0
total energy: -188.26725 hartree
SMILES: NO.N
HOMO-LUMO gap: 11.220 eV

Each line ends with the Mulliken charge.
Element x y z (Å)
N: 0.1147 -0.6765 -1.8329  -0.40
O: 1.3969 -0.8594 -1.1113  -0.43
H: -0.1068 -1.6414 -2.0799  0.25
H: -0.5951 -0.5413 -1.1600  0.22
H: 2.0886 -0.5459 -1.7276  0.34
N: -0.5899 1.3702 2.0110  -0.68
H: -1.4058 1.2793 1.3448  0.22
H: 0.1427 0.7446 1.7315  0.24
H: -1.0455 0.8705 2.8244  0.23


3.
Formula: C4H8N2O
Source: the OMol25 dataset
Level of theory: the ωB97M-V functional and the def2-TZVPD basis

Results
net charge: 0
total energy: -341.83571 hartree
SMILES: N=C=CO.C=NC
HOMO-LUMO gap: 8.955 eV

Each line ends with the Mulliken charge.
Element x y z (Å)
N: -2.4192 -2.1892 2.2113  -0.55
C: -1.6556 -2.1941 1.2209  0.48
C: -0.6951 -2.0216 0.3244  -0.40
O: 0.5227 -2.5740 0.2400  -0.48
H: -3.2154 -2.8023 2.0069  0.28
H: -0.8764 -1.5224 -0.5977  0.36
H: 0.8511 -2.8106 1.0759  0.29
C: 1.4144 0.6693 0.5761  -0.31
N: 0.9211 0.5515 -0.5375  -0.22
C: 0.4516 1.7308 -1.1997  -0.77
H: 1.8719 -0.2352 1.0177  0.21
H: 1.6968 1.6814 0.9709  0.25
H: 1.2814 1.9915 -1.8249  0.29
H: -0.4455 1.5919 -1.7618  0.26
H: 0.2972 2.4495 -0.4101  0.32


4.
Formula: C5H7BrIN2
Source: the OMol25 dataset
Level of theory: the ωB97M-V functional and the def2-TZVPD basis

Results
net charge: +1
total energy: -3175.67670 hartree
HOMO-LUMO gap: 7.916 eV

Each line ends with the Mulliken charge.
Element x y z (Å)
C: -0.4895 -2.0591 0.7648  -0.20
C: -0.0806 -0.8870 1.4475  -0.52
C: -0.0492 -0.8973 -1.3483  -0.33
C: -0.4395 -2.0749 -0.6400  -0.46
C: 0.3913 0.1509 0.6508  0.42
N: 0.4323 0.1717 -0.6391  -0.36
N: 0.7095 1.5160 1.1457  -0.25
Br: -0.5276 2.6467 -3.9165  -0.06
I: -0.9103 3.5953 -1.6014  0.12
H: -0.6467 -3.0093 1.3041  0.36
H: 0.0777 -1.0051 2.4867  0.38
H: -0.0531 -0.8695 -2.4089  0.42
H: -0.5489 -2.9930 -1.0673  0.45
H: 0.7942 2.1396 0.3147  0.19
H: 1.4899 1.7256 1.8761  0.42
H: -0.1495 1.8495 1.6309  0.42


5.
Formula: C14H26O8S
Source: the OMol25 dataset
Level of theory: the ωB97M-V functional and the def2-TZVPD basis

Results
net charge: 0
total energy: -1549.08979 hartree
SMILES: COCCCCOC(=O)OCCOC(C)=O.O=S1(=O)CCCC1
HOMO-LUMO gap: 10.511 eV

Each line ends with the Mulliken charge.
Element x y z (Å)
C: -0.9935 -4.4185 -0.4366  -0.67
O: -2.2737 -4.0933 -0.9372  -0.46
C: -2.2903 -2.7775 -1.4120  -0.17
C: -3.7147 -2.3624 -1.7485  -0.89
C: -4.3741 -1.5324 -0.6288  -0.53
C: -4.5525 -0.0584 -0.9851  -0.70
O: -4.1552 0.7908 0.0879  -0.36
C: -2.8536 1.1272 0.1554  0.60
O: -2.2642 1.1924 1.2185  -0.46
O: -2.3189 1.5750 -1.0223  -0.40
C: -1.5813 0.6476 -1.8114  0.68
C: -0.0805 0.7329 -1.6390  -0.77
O: 0.3326 0.7277 -0.2859  -0.23
C: 0.6954 -0.5045 0.1845  0.83
C: 1.9693 -1.1386 -0.3254  -1.05
O: 0.0390 -1.0667 1.0463  -0.55
H: -0.2345 -4.1579 -1.1688  0.29
H: -0.9658 -5.4690 -0.2058  0.31
H: -0.7896 -3.8396 0.4605  0.26
H: -1.6522 -2.6816 -2.2963  0.43
H: -1.8904 -2.1034 -0.6521  -0.06
H: -4.2894 -3.2548 -1.9367  0.43
H: -3.7191 -1.7619 -2.6480  0.41
H: -3.8410 -1.6396 0.3057  0.53
H: -5.3574 -1.9478 -0.4635  0.35
H: -5.6041 0.1291 -1.1338  0.36
H: -4.0694 0.1947 -1.9187  0.40
H: -1.9245 -0.3696 -1.6824  -0.63
H: -1.7850 0.9118 -2.8416  0.41
H: 0.3128 1.5960 -2.1540  0.42
H: 0.3347 -0.1387 -2.1368  0.31
H: 2.8188 -0.4818 -0.1922  0.28
H: 1.8766 -1.3474 -1.3818  0.37
H: 2.0961 -2.0531 0.2199  0.35
O: 4.9999 1.0855 0.5552  -0.65
S: 4.7401 1.5010 1.9133  1.14
O: 5.3598 0.8363 3.0295  -0.70
C: 5.0223 3.2642 2.0312  -0.73
C: 3.6753 3.8804 1.6622  -0.58
C: 2.6120 3.0377 2.3796  -0.81
C: 2.9648 1.5639 2.1457  0.25
H: 5.8305 3.5445 1.3603  0.41
H: 5.2967 3.4829 3.0623  0.35
H: 3.6242 4.9291 1.9498  0.36
H: 3.5263 3.8198 0.5822  0.28
H: 2.6327 3.2541 3.4489  0.32
H: 1.6091 3.2601 2.0200  0.39
H: 2.6905 0.9367 2.9896  0.53
H: 2.5154 1.1771 1.2361  -0.64


6.
Formula: C2H4ClPSi
Source: the OMol25 dataset
Level of theory: the ωB97M-V functional and the def2-TZVPD basis

Results
net charge: 0
total energy: -1169.55348 hartree
SMILES: [SiH3]C1=P(Cl)=C1
HOMO-LUMO gap: 9.240 eV

Each line ends with the Mulliken charge.
Element x y z (Å)
Si: 0.1466 0.6819 -0.3209  0.30
C: 0.4070 -1.0175 0.3236  -0.28
P: 2.1800 -2.0043 0.8660  0.09
Cl: 3.0820 -0.9873 2.3691  -0.22
C: 0.3669 -1.9070 1.2970  0.00
H: 0.2385 1.1522 1.1241  -0.05
H: -1.1272 0.6860 -1.0539  -0.08
H: 1.3002 1.2480 -1.0725  -0.06
H: -0.4411 -2.5258 1.8540  0.30